A:
Computed, not measured: a structure of composition C40H52FN8O7PSY, with ωB97M-V/def2-TZVPD.

Properties
Highest occupied orbital energy   -4.717 eV
Lowest unoccupied orbital energy   2.1 eV
Charge   -1
Frontier orbital gap   6.819 eV

Structure (XYZ):
```
111
C40H52FN8O7PSY, DFT ωB97M-V/def2-TZVPD
Y -0.353 -0.081 -0.708
C 3.039 -0.954 3.343
C 1.621 -0.451 3.386
C 0.563 -1.326 3.629
C -0.751 -0.886 3.594
C -1.912 -1.822 3.813
C -0.994 0.458 3.318
C 0.034 1.360 3.091
C -0.276 2.811 2.822
C 1.343 0.888 3.131
H 3.290 -1.265 2.326
H 3.171 -1.831 3.979
H 3.743 -0.181 3.659
H 0.770 -2.379 3.793
H -2.356 -2.115 2.855
H -2.684 -1.346 4.424
H -1.581 -2.730 4.319
H -2.019 0.806 3.307
H 0.435 3.468 3.327
H -1.277 3.065 3.177
H -0.227 3.024 1.751
H 2.165 1.575 2.949
C 2.438 3.413 0.287
C 2.000 2.107 -0.312
O 0.745 1.847 -0.231
C 2.942 1.253 -0.865
C 2.528 0.017 -1.448
C 3.312 -1.230 -1.165
N 1.462 -0.097 -2.204
N 1.106 1.048 -2.970
C -0.114 1.456 -3.052
O -1.127 1.140 -2.287
C -0.417 2.370 -4.206
C -1.698 2.891 -4.333
C -2.023 3.726 -5.395
C -1.063 4.052 -6.342
C 0.221 3.527 -6.223
C 0.541 2.690 -5.166
H 2.096 3.489 1.321
H 3.520 3.536 0.248
H 1.966 4.224 -0.275
H 3.990 1.437 -0.666
H 4.373 -0.974 -1.147
H 3.072 -1.650 -0.187
H 3.129 -1.980 -1.933
H -2.442 2.612 -3.599
H -3.030 4.119 -5.484
H -1.313 4.699 -7.173
H 0.974 3.766 -6.964
H 1.532 2.269 -5.060
O -2.448 0.220 0.259
P -3.928 0.093 0.095
N -4.643 0.069 1.583
C -5.857 -0.673 1.972
C -6.461 0.159 3.113
C -5.283 0.989 3.631
C -4.567 1.335 2.338
N -4.564 -1.195 -0.708
C -4.418 -2.582 -0.209
C -4.967 -3.404 -1.363
C -4.458 -2.672 -2.601
C -4.520 -1.196 -2.213
N -4.449 1.398 -0.740
C -3.627 2.612 -0.949
C -4.576 3.563 -1.705
C -5.744 2.682 -2.165
C -5.854 1.666 -1.036
H -5.589 -1.669 2.328
H -6.552 -0.793 1.137
H -6.915 -0.472 3.877
H -7.235 0.825 2.723
H -4.628 0.375 4.255
H -5.587 1.868 4.199
H -3.539 1.663 2.461
H -5.110 2.133 1.812
H -5.003 -2.722 0.695
H -2.493 -2.691 -0.593
H -6.061 -3.408 -1.320
H -4.613 -4.430 -1.285
H -5.052 -2.871 -3.492
H -3.433 -2.966 -2.823
H -5.437 -0.741 -2.589
H -3.674 -0.629 -2.602
H -2.729 2.360 -1.505
H -3.316 3.048 0.005
H -4.069 4.061 -2.531
H -4.951 4.338 -1.034
H -5.486 2.163 -3.091
H -6.665 3.243 -2.324
H -6.380 0.753 -1.311
H -6.377 2.105 -0.172
F -1.795 -8.187 0.003
C -1.526 -6.992 0.550
C -0.692 -6.128 -0.032
N -0.424 -4.899 0.539
C 0.410 -3.968 -0.256
C 1.048 -2.889 0.605
O 2.008 -3.180 1.305
O 0.583 -1.708 0.417
C -0.949 -4.471 1.703
O -3.093 -2.922 0.143
N -1.789 -5.398 2.240
C -2.181 -6.666 1.797
O -2.961 -7.367 2.408
H -0.215 -6.359 -0.975
H -0.211 -3.526 -1.034
H 1.214 -4.545 -0.712
H -2.230 -5.135 3.111
S -1.321 -1.992 -4.779
C -1.246 -1.848 -3.166
N -1.225 -1.721 -1.995
```

=====

B:
Computed, not measured: a structure of composition C40H52FN8O7PSY, with ωB97M-V/def2-TZVPD.

Properties
Highest occupied orbital energy   -5.208 eV
Lowest unoccupied orbital energy   2.2 eV
Charge   -1
Frontier orbital gap   7.390 eV

Structure (XYZ):
```
111
C40H52FN8O7PSY, DFT ωB97M-V/def2-TZVPD
Y 0.941 -0.411 0.232
C 3.472 1.715 -3.958
C 1.990 1.846 -3.729
C 1.153 0.755 -3.940
C -0.206 0.831 -3.675
C -1.093 -0.365 -3.879
C -0.724 2.027 -3.185
C 0.088 3.130 -2.961
C -0.454 4.388 -2.342
C 1.444 3.028 -3.252
H 3.695 1.450 -4.994
H 3.889 0.930 -3.323
H 3.989 2.646 -3.726
H 1.573 -0.186 -4.281
H -0.661 -1.230 -3.374
H -1.220 -0.595 -4.941
H -2.078 -0.180 -3.450
H -1.782 2.086 -2.947
H -0.234 5.261 -2.960
H 0.017 4.544 -1.367
H -1.535 4.331 -2.209
H 2.094 3.867 -3.033
C 2.251 -2.883 -3.135
C 1.579 -2.793 -1.794
O 0.870 -1.698 -1.584
C 1.701 -3.750 -0.850
C 1.014 -3.417 0.418
C -0.473 -3.634 0.462
N 1.577 -2.865 1.435
N 2.975 -2.900 1.476
C 3.599 -1.955 0.861
O 3.071 -1.012 0.147
C 5.090 -1.947 0.988
C 5.746 -2.758 1.911
C 7.127 -2.723 2.015
C 7.871 -1.879 1.198
C 7.223 -1.070 0.277
C 5.838 -1.103 0.175
H 1.508 -2.785 -3.931
H 2.788 -3.823 -3.259
H 2.953 -2.052 -3.236
H 2.346 -4.610 -0.958
H -0.658 -4.711 0.428
H -0.943 -3.188 -0.416
H -0.913 -3.231 1.372
H 5.150 -3.404 2.540
H 7.628 -3.353 2.740
H 8.951 -1.851 1.283
H 7.795 -0.409 -0.364
H 5.315 -0.478 -0.538
O -1.355 -0.481 -0.190
P -2.807 -0.459 0.154
N -3.233 -1.500 1.351
C -4.552 -2.148 1.461
C -4.736 -2.358 2.961
C -3.305 -2.567 3.448
C -2.537 -1.520 2.655
N -3.793 -0.929 -1.085
C -3.596 -2.207 -1.776
C -4.803 -2.263 -2.702
C -4.946 -0.808 -3.156
C -4.533 0.021 -1.929
N -3.242 1.061 0.573
C -2.477 2.268 0.226
C -2.907 3.258 1.300
C -4.374 2.896 1.526
C -4.376 1.367 1.453
H -4.547 -3.115 0.945
H -5.339 -1.539 1.016
H -5.405 -3.191 3.181
H -5.153 -1.455 3.416
H -2.959 -3.571 3.187
H -3.183 -2.429 4.521
H -1.481 -1.755 2.540
H -2.604 -0.548 3.149
H -3.566 -3.031 -1.062
H -2.658 -2.217 -2.339
H -5.684 -2.574 -2.135
H -4.666 -2.956 -3.532
H -5.954 -0.562 -3.491
H -4.264 -0.613 -3.985
H -5.405 0.403 -1.389
H -3.923 0.880 -2.217
H -2.759 2.630 -0.770
H -1.407 2.066 0.226
H -2.762 4.293 0.989
H -2.335 3.082 2.213
H -4.992 3.308 0.723
H -4.766 3.256 2.476
H -5.318 0.976 1.052
H -4.219 0.932 2.444
F 2.674 5.140 4.632
C 2.675 3.896 4.132
C 3.056 3.657 2.875
N 3.086 2.383 2.355
C 3.474 2.185 0.955
C 2.294 2.601 0.065
O 2.183 3.784 -0.232
O 1.474 1.660 -0.231
C 2.618 1.304 3.072
O 2.542 0.182 2.611
N 2.252 1.589 4.370
C 2.250 2.821 5.018
O 1.919 2.943 6.175
H 3.349 4.449 2.200
H 3.728 1.135 0.824
H 4.334 2.820 0.748
H 1.838 0.818 4.877
S -1.354 1.651 4.446
C -0.651 0.986 3.128
N -0.149 0.508 2.187
```

=====

Least stable = A

=====

A:
Computed, not measured: a cluster of 2 separate species, H4NS in total, with ωB97M-V/def2-TZVPD.

Properties
Highest occupied orbital energy   -2.654 eV
Lowest unoccupied orbital energy   4.9 eV
Charge   -1
Frontier orbital gap   7.544 eV

Structure (XYZ):
```
6
H4NS, DFT ωB97M-V/def2-TZVPD
N -1.240 0.221 -0.570
H -0.417 -0.385 -0.475
H -0.848 1.083 -0.919
H -1.352 0.443 0.416
S 1.519 -1.211 0.820
H 2.339 -0.152 0.727
```

=====

B:
Computed, not measured: a cluster of 2 separate species, H4NS in total, with ωB97M-V/def2-TZVPD.

Properties
Highest occupied orbital energy   -2.487 eV
Lowest unoccupied orbital energy   4.5 eV
Charge   -1
Frontier orbital gap   7.005 eV

Structure (XYZ):
```
6
H4NS, DFT ωB97M-V/def2-TZVPD
N -0.293 -1.200 1.154
H -0.411 -1.658 0.100
H 0.667 -0.982 1.379
H -0.749 -0.300 0.971
S 0.415 2.326 -1.166
H 0.370 1.813 -2.438
```

=====

Least stable = B

=====

A:
Computed, not measured: a cluster of 3 separate species, C2H10N2O3 in total, with ωB97M-V/def2-TZVPD.

Properties
SMILES   NCNC=O.O.O
Highest occupied orbital energy   -10.150 eV
Lowest unoccupied orbital energy   0.3 eV
Charge   0
Frontier orbital gap   10.457 eV

Structure (XYZ):
```
17
C2H10N2O3, DFT ωB97M-V/def2-TZVPD
N -1.407 -1.824 1.519
C -0.502 -0.715 1.655
N 0.021 -0.168 0.393
C 0.146 1.171 0.175
O -0.548 2.035 0.654
H -1.492 -2.186 0.569
H -2.384 -1.615 1.719
H 0.431 -1.199 2.080
H -0.889 0.107 2.256
H 0.621 -0.749 -0.172
H 0.972 1.294 -0.536
O -1.326 -0.539 -2.364
H -2.182 -0.249 -2.024
H -1.132 -1.184 -1.675
O 3.391 2.243 -1.574
H 3.768 1.365 -1.484
H 2.509 2.212 -1.191
```

=====

B:
Computed, not measured: a cluster of 3 separate species, C2H10N2O3 in total, with ωB97M-V/def2-TZVPD.

Properties
Highest occupied orbital energy   -8.855 eV
Lowest unoccupied orbital energy   -4.2 eV
Charge   0
Frontier orbital gap   4.660 eV

Structure (XYZ):
```
17
C2H10N2O3, DFT ωB97M-V/def2-TZVPD
C -0.078 -1.123 0.655
N 0.863 -0.183 1.186
C 1.181 0.833 0.065
N 1.376 2.145 0.655
O 2.076 0.365 -0.688
H 0.188 -1.485 -0.346
H -1.019 -0.585 0.482
H -0.319 -1.956 1.311
H 1.740 -0.677 1.390
H 1.424 2.084 1.660
H 2.228 2.572 0.311
H -1.774 -0.461 -1.178
H 0.131 0.901 -0.427
O -1.333 0.526 -1.189
H -1.835 1.029 -1.823
H -2.773 -2.227 -1.264
O -2.075 -1.758 -0.800
```

=====

Least stable = B